[1]
# C18H18FN3O5S

An isolated molecule of C18H18FN3O5S at a distorted geometry (ωB97M-V/def2-TZVPD, OMol25).

Total energy   -47213.5763 eV
Kohn-Sham gap   7.63 eV
HOMO energy   -7.92 eV
Energy relative to the best compared isomer or geometry (same formula, charge and spin)   4.1050 eV
SMILES string   CSc1ccc(Nc2c(C(=O)NOCCO)c3occc3c(=O)n2C)c(F)c1
Max |F|   4.76 eV/A

Element x y z (Å)
1 O -1.41 -1.28 1.89
2 O -0.18 -2.24 -4.21
3 F -2.34 2.14 1.17
4 O 1.24 -3.79 -0.30
5 O -1.01 0.98 3.43
6 O 0.80 -1.57 3.50
7 S 1.10 5.07 -0.88
8 C -0.39 -1.61 1.32
9 C -0.44 -2.24 -3.01
10 C 1.77 -4.52 -1.35
11 C 1.32 -4.04 -2.58
12 C 0.38 -2.89 -0.84
13 C 0.37 -3.06 -2.18
14 C -0.45 -1.88 -0.20
15 C -1.34 -1.18 -1.10
16 C 0.34 2.71 -1.86
17 C -0.80 3.43 0.14
18 C -0.22 1.48 -1.73
19 C -1.52 2.28 0.16
20 C 0.09 3.66 -0.90
21 C -1.13 1.25 -0.68
22 N 0.75 -1.82 2.05
23 N -1.73 -0.04 -0.48
24 N -1.37 -1.43 -2.49
25 C 2.37 4.51 0.29
26 C -2.64 -1.32 -3.28
27 C -0.06 0.58 4.55
28 C 1.17 -0.19 3.99
29 H -1.16 0.13 2.91
30 H 2.64 -5.15 -1.10
31 H 1.76 -4.35 -3.58
32 H 1.21 2.84 -2.50
33 H -0.87 4.21 0.91
34 H 0.10 0.71 -2.46
35 H 1.63 -2.01 1.51
36 H -1.98 -0.17 0.54
37 H 2.00 4.57 1.33
38 H 2.55 3.46 0.03
39 H 3.21 5.12 0.14
40 H -3.05 -0.36 -3.08
41 H -3.34 -2.01 -2.87
42 H -2.51 -1.57 -4.35
43 H 0.29 1.52 5.03
44 H -0.66 -0.13 5.16
45 H 1.85 -0.13 4.90
46 H 1.63 0.33 3.05

=====

[2]
# C18H18IN4O4SSn

A structure of composition C18H18IN4O4SSn (ωB97M-V/def2-TZVPD, OMol25).

Total energy   -57880.5197 eV
Kohn-Sham gap   6.85 eV
HOMO energy   -4.32 eV
Net charge   -1
Energy relative to the best compared isomer or geometry (same formula, charge and spin)   0.0000 eV
Max |F|   0.88 eV/A

Element x y z (Å)
1 Sn 0.82 -0.86 -0.96
2 C -2.11 1.46 0.26
3 N -1.15 0.71 1.04
4 C -1.75 -0.38 1.78
5 C -2.33 -1.51 0.95
6 C -3.00 -2.53 1.63
7 C -3.45 -3.62 0.93
8 C -3.23 -3.67 -0.44
9 C -2.58 -2.60 -1.03
10 N -2.16 -1.53 -0.36
11 C -0.38 1.58 1.93
12 C 0.87 0.93 2.46
13 C 1.07 0.77 3.83
14 C 2.26 0.22 4.28
15 C 3.20 -0.17 3.35
16 C 2.90 -0.01 2.00
17 N 1.78 0.55 1.56
18 C -1.48 2.38 -0.76
19 C -2.22 3.44 -1.29
20 C -1.65 4.23 -2.27
21 C -0.35 3.96 -2.68
22 C 0.32 2.90 -2.09
23 N -0.23 2.13 -1.15
24 H -2.78 2.07 0.91
25 H -2.73 0.74 -0.28
26 H -2.54 -0.02 2.47
27 H -0.96 -0.84 2.38
28 H -3.09 -2.48 2.71
29 H -3.92 -4.45 1.44
30 H -3.52 -4.53 -1.03
31 H -2.40 -2.59 -2.10
32 H -1.00 1.91 2.78
33 H -0.08 2.45 1.36
34 H 0.30 1.07 4.53
35 H 2.44 0.09 5.34
36 H 4.14 -0.62 3.65
37 H 3.60 -0.34 1.24
38 H -3.23 3.62 -0.94
39 H -2.20 5.05 -2.71
40 H 0.13 4.56 -3.45
41 H 1.33 2.64 -2.36
42 O 0.73 -3.10 -1.10
43 S 1.02 -3.36 0.37
44 O 2.26 -4.09 0.53
45 O 1.19 -1.93 0.91
46 O -0.13 -3.97 1.01
47 I 3.40 -0.56 -2.02

=====

[3]
# C18H18N2O2S

An isolated molecule of C18H18N2O2S (ωB97M-V/def2-TZVPD, OMol25).

Total energy   -36869.2419 eV
Kohn-Sham gap   8.59 eV
HOMO energy   -7.99 eV
Energy relative to the best compared isomer or geometry (same formula, charge and spin)   1.1161 eV
SMILES string   C=CCNC(=O)c1ccccc1NC(=O)c1ccccc1SC
Max |F|   0.58 eV/A

Element x y z (Å)
1 C 4.64 3.41 -1.19
2 C 3.58 2.65 -1.01
3 C 3.15 2.10 0.32
4 N 2.94 0.67 0.25
5 C 1.73 0.10 0.44
6 O 0.74 0.79 0.70
7 C 1.69 -1.37 0.28
8 C 2.81 -2.15 0.53
9 C 2.79 -3.52 0.35
10 C 1.64 -4.14 -0.11
11 C 0.50 -3.39 -0.34
12 C 0.50 -2.01 -0.13
13 N -0.64 -1.25 -0.31
14 C -1.85 -1.60 -0.84
15 O -2.10 -2.66 -1.37
16 C -2.84 -0.48 -0.78
17 C -3.46 -0.11 -1.97
18 C -4.36 0.94 -2.00
19 C -4.65 1.62 -0.82
20 C -4.07 1.24 0.37
21 C -3.16 0.19 0.41
22 S -2.46 -0.40 1.92
23 C -2.60 1.04 3.03
24 H -2.21 1.92 2.53
25 H -1.98 0.80 3.89
26 H -3.62 1.18 3.35
27 H -4.33 1.76 1.27
28 H -5.35 2.44 -0.83
29 H -4.83 1.23 -2.92
30 H -3.22 -0.66 -2.86
31 H -0.54 -0.30 0.06
32 H -0.41 -3.87 -0.68
33 H 1.62 -5.20 -0.26
34 H 3.68 -4.11 0.56
35 H 3.71 -1.69 0.92
36 H 3.71 0.11 -0.06
37 H 2.19 2.54 0.61
38 H 3.90 2.33 1.08
39 H 2.95 2.37 -1.84
40 H 4.91 3.79 -2.16
41 H 5.28 3.70 -0.37

=====

[4]
# C18H18N2O3S

An isolated molecule of C18H18N2O3S (ωB97M-V/def2-TZVPD, OMol25).

Total energy   -38915.8477 eV
Kohn-Sham gap   8.20 eV
HOMO energy   -7.97 eV
Energy relative to the best compared isomer or geometry (same formula, charge and spin)   1.8405 eV
SMILES string   CCNS(=O)(=O)c1cccc(C(=O)c2c(C)cc3ccccn23)c1
Max |F|   0.98 eV/A

Element x y z (Å)
1 C -1.96 1.52 3.76
2 C -2.55 2.76 3.10
3 N -1.59 3.79 2.79
4 S -0.89 3.81 1.29
5 O -1.93 3.65 0.32
6 O -0.06 4.99 1.26
7 C 0.19 2.38 1.21
8 C -0.27 1.22 0.61
9 C 0.55 0.10 0.57
10 C 1.81 0.16 1.16
11 C 2.26 1.32 1.76
12 C 1.44 2.45 1.78
13 H 1.76 3.37 2.23
14 H 3.24 1.36 2.20
15 H 2.44 -0.72 1.14
16 C 0.04 -1.19 0.00
17 O -0.68 -1.89 0.70
18 C 0.45 -1.52 -1.33
19 C 1.19 -0.76 -2.27
20 C 1.31 -1.53 -3.42
21 C 0.67 -2.75 -3.20
22 C 0.49 -3.89 -4.00
23 C -0.21 -4.96 -3.50
24 C -0.73 -4.89 -2.19
25 C -0.55 -3.78 -1.43
26 N 0.14 -2.73 -1.92
27 H -0.94 -3.68 -0.43
28 H -1.29 -5.73 -1.79
29 H -0.36 -5.84 -4.09
30 H 0.91 -3.90 -4.99
31 H 1.81 -1.25 -4.32
32 C 1.73 0.62 -2.13
33 H 2.50 0.66 -1.37
34 H 2.16 0.93 -3.08
35 H 0.94 1.32 -1.85
36 H -1.26 1.22 0.17
37 H -0.95 4.03 3.53
38 H -3.31 3.20 3.76
39 H -3.03 2.51 2.15
40 H -1.45 1.79 4.69
41 H -1.24 1.03 3.11
42 H -2.75 0.81 4.00

=====

[5]
# C18H18N2O7

A cluster of 3 separate species, C18H18N2O7 in total at a distorted geometry (ωB97M-V/def2-TZVPD, OMol25).

Total energy   -36259.3532 eV
Kohn-Sham gap   7.18 eV
HOMO energy   -8.04 eV
Energy relative to the best compared isomer or geometry (same formula, charge and spin)   8.9262 eV
SMILES string   O=[N+]([O-])c1ccccc1.O=[N+]([O-])c1ccccc1.C=CCOC(=O)OC=C
Max |F|   3.20 eV/A

Element x y z (Å)
1 C -0.50 -1.83 -0.15
2 C -1.25 -2.78 -0.66
3 C -1.96 -2.67 -1.99
4 O -2.04 -1.34 -2.50
5 C -2.90 -0.56 -1.85
6 O -2.63 0.55 -1.66
7 O -4.12 -1.04 -1.45
8 C -4.08 -1.48 -0.11
9 C -4.55 -2.75 0.16
10 H 0.30 -2.04 0.56
11 H -0.72 -0.80 -0.44
12 H -1.34 -3.71 -0.09
13 H -2.94 -3.17 -1.91
14 H -1.39 -3.29 -2.70
15 H -3.69 -0.79 0.65
16 H -5.64 -2.87 0.16
17 H -3.88 -3.60 0.30
18 C -1.07 3.61 -2.46
19 C -0.19 4.69 -2.48
20 C -0.32 5.71 -1.54
21 C -1.32 5.63 -0.59
22 C -2.21 4.56 -0.57
23 C -2.07 3.55 -1.50
24 N -1.45 6.69 0.41
25 O -0.67 7.63 0.35
26 O -2.32 6.58 1.25
27 H -0.96 2.82 -3.18
28 H 0.59 4.74 -3.22
29 H 0.36 6.55 -1.56
30 H -2.99 4.51 0.17
31 H -2.75 2.71 -1.49
32 C 6.06 -1.91 2.60
33 C 5.61 -1.83 1.29
34 C 4.36 -2.31 0.95
35 C 3.56 -2.86 1.94
36 C 3.99 -2.95 3.25
37 C 5.25 -2.47 3.58
38 N 2.22 -3.35 1.59
39 O 1.87 -3.27 0.42
40 O 1.52 -3.79 2.49
41 H 7.04 -1.53 2.86
42 H 6.25 -1.40 0.53
43 H 4.02 -2.25 -0.07
44 H 3.36 -3.38 4.02
45 H 5.60 -2.52 4.61

=====

Repeat the second record exactly.
# C18H18IN4O4SSn

A structure of composition C18H18IN4O4SSn (ωB97M-V/def2-TZVPD, OMol25).

Total energy   -57880.5197 eV
Kohn-Sham gap   6.85 eV
HOMO energy   -4.32 eV
Net charge   -1
Energy relative to the best compared isomer or geometry (same formula, charge and spin)   0.0000 eV
Max |F|   0.88 eV/A

Element x y z (Å)
1 Sn 0.82 -0.86 -0.96
2 C -2.11 1.46 0.26
3 N -1.15 0.71 1.04
4 C -1.75 -0.38 1.78
5 C -2.33 -1.51 0.95
6 C -3.00 -2.53 1.63
7 C -3.45 -3.62 0.93
8 C -3.23 -3.67 -0.44
9 C -2.58 -2.60 -1.03
10 N -2.16 -1.53 -0.36
11 C -0.38 1.58 1.93
12 C 0.87 0.93 2.46
13 C 1.07 0.77 3.83
14 C 2.26 0.22 4.28
15 C 3.20 -0.17 3.35
16 C 2.90 -0.01 2.00
17 N 1.78 0.55 1.56
18 C -1.48 2.38 -0.76
19 C -2.22 3.44 -1.29
20 C -1.65 4.23 -2.27
21 C -0.35 3.96 -2.68
22 C 0.32 2.90 -2.09
23 N -0.23 2.13 -1.15
24 H -2.78 2.07 0.91
25 H -2.73 0.74 -0.28
26 H -2.54 -0.02 2.47
27 H -0.96 -0.84 2.38
28 H -3.09 -2.48 2.71
29 H -3.92 -4.45 1.44
30 H -3.52 -4.53 -1.03
31 H -2.40 -2.59 -2.10
32 H -1.00 1.91 2.78
33 H -0.08 2.45 1.36
34 H 0.30 1.07 4.53
35 H 2.44 0.09 5.34
36 H 4.14 -0.62 3.65
37 H 3.60 -0.34 1.24
38 H -3.23 3.62 -0.94
39 H -2.20 5.05 -2.71
40 H 0.13 4.56 -3.45
41 H 1.33 2.64 -2.36
42 O 0.73 -3.10 -1.10
43 S 1.02 -3.36 0.37
44 O 2.26 -4.09 0.53
45 O 1.19 -1.93 0.91
46 O -0.13 -3.97 1.01
47 I 3.40 -0.56 -2.02